1.
An isolated molecule of C6H6O. Source: OMol25; level of theory: wB97M-V/def2-TZVPD.

Cartesian coordinates (Å):
C  1.273  0.290  -0.391
C  2.620  0.370  0.260
C  -0.043  1.059  -0.354
C  1.780  -0.580  0.844
C  1.042  -1.166  -0.288
C  -0.944  -0.030  0.196
O  -1.981  -0.516  -0.542
H  0.016  2.006  0.246
H  -0.388  1.368  -1.360
H  1.487  -0.728  1.903
H  0.843  -2.097  -0.736
H  -1.040  -0.077  1.267
H  -1.584  -0.497  -1.481

Forces on atoms 1 to 6 (eV/Å):
C 1.4 -1.0 0.1
C -0.9 1.7 -0.3
C 0.4 1.1 -0.1
C 0.0 -1.9 0.1
C -3.5 3.2 2.4
C 2.4 -1.9 -0.6

Energy relative to the best compared isomer or geometry (same formula, charge and spin) ... 195.46 kcal/mol
F_max ... 5.3 eV/A
Multiplicity ... 1
Total charge ... 0


2.
An isolated molecule of C6H6O2. Source: OMol25; level of theory: wB97M-V/def2-TZVPD.

Cartesian coordinates (Å):
C  -2.240  0.620  0.368
C  -1.304  -0.592  -0.112
O  -1.856  -1.620  -0.467
C  0.149  -0.356  -0.224
C  0.901  0.786  -0.357
C  2.221  0.330  -0.210
C  2.162  -1.027  0.170
O  0.940  -1.400  0.174
H  -1.877  1.036  1.218
H  -2.170  1.412  -0.594
H  -3.373  -0.018  0.341
H  0.449  1.568  -0.602
H  3.162  1.054  -0.227
H  2.838  -1.792  0.522

Forces on atoms 1 to 6 (eV/Å):
C -2.3 -3.1 -6.4
C -2.0 0.8 -0.5
O 1.0 0.5 0.5
C -0.3 -0.2 1.5
C 2.3 -8.2 1.4
C 3.4 1.1 0.9

Energy relative to the best compared isomer or geometry (same formula, charge and spin) ... 54.19 kcal/mol
F_max ... 8.7 eV/A
SMILES ... CC(=O)c1ccco1
Multiplicity ... 1
Total charge ... 0


3.
A structure of composition C6H6O2. Source: OMol25; level of theory: wB97M-V/def2-TZVPD.

Cartesian coordinates (Å):
C  -2.171  0.281  -0.320
C  -0.905  0.008  0.389
C  0.758  -1.032  -0.062
C  2.181  -1.060  0.028
C  1.608  1.110  0.114
C  0.444  0.498  -0.213
H  -1.763  0.869  -1.380
H  -2.642  -1.042  -0.510
H  -3.153  1.184  0.586
H  -1.081  0.136  1.557
H  2.723  -1.805  -0.350
H  1.923  2.114  0.169
O  -0.668  -1.368  0.082
O  2.746  0.108  -0.092

Forces on atoms 1 to 6 (eV/Å):
C -2.9 0.7 -1.5
C -1.3 0.7 2.0
C 0.7 4.3 -1.3
C -5.5 -0.9 -0.4
C 1.0 -2.1 -2.4
C 1.3 -3.5 4.0

Energy relative to the best compared isomer or geometry (same formula, charge and spin) ... 201.06 kcal/mol
F_max ... 5.6 eV/A
Multiplicity ... 1
Total charge ... 0


Across the entries above, LUMO takes the values 0.521; 0.564; 0.224 eV, respectively.